Record 1
The following is a quantum chemistry calculation of a molecular structure, C34H54BaN4P2Si2, from the Open Molecules 2025 dataset.

Calculated values
* total energy: -77117.363 eV
* net charge: 0
* molecular weight: 774.3 g/mol
* energy above the lowest of the compared OMol25 structures with the same formula, charge and spin: 86.0 kJ/mol

Geometry (Å):
Ba -1.57 -1.34 2.48
C 0.83 -3.48 -1.49
C 1.05 -2.44 -0.69
C 0.98 -0.97 -0.95
C -0.41 -0.33 -1.14
C -1.09 -0.65 -2.45
C -0.69 -1.46 -3.44
C 0.61 -2.18 -3.65
C 0.80 -3.55 -2.97
C -3.91 -1.12 1.28
H 0.80 -4.47 -1.01
H 1.37 -2.62 0.35
H 1.58 -0.68 -1.83
H 1.42 -0.49 -0.06
H -1.07 -0.53 -0.26
H -0.23 0.76 -1.12
H -2.02 -0.08 -2.63
H -1.35 -1.66 -4.28
H 1.47 -1.56 -3.40
H 0.67 -2.39 -4.73
H 0.07 -4.31 -3.27
H 1.78 -3.92 -3.32
H -4.79 -1.77 1.38
H -3.59 -1.12 0.23
H -4.24 -0.09 1.51
P 0.56 4.23 -1.18
P 2.91 3.04 1.00
N 0.43 4.10 -2.93
N -0.03 5.97 -1.16
N 4.05 2.24 -0.12
N 4.07 3.37 2.27
C 2.36 4.67 -1.22
C 3.02 4.70 0.17
C -0.57 3.39 -3.59
C -0.54 3.72 -4.94
C 0.50 4.67 -5.12
C 1.09 4.88 -3.89
C -1.12 6.39 -0.41
C -1.21 7.78 -0.49
C -0.15 8.23 -1.32
C 0.56 7.10 -1.74
C 3.77 0.95 -0.60
C 4.59 0.67 -1.69
C 5.43 1.81 -1.87
C 5.07 2.75 -0.92
C 5.46 3.56 2.18
C 5.94 4.01 3.41
C 4.80 4.15 4.28
C 3.68 3.78 3.55
H 2.53 5.65 -1.68
H 2.85 3.92 -1.85
H 4.06 5.03 0.06
H 2.52 5.42 0.84
H -1.19 2.70 -3.04
H -1.19 3.32 -5.71
H 0.79 5.17 -6.04
H 1.95 5.48 -3.63
H -1.71 5.66 0.11
H -1.96 8.39 -0.01
H 0.08 9.25 -1.59
H 1.41 7.05 -2.38
H 3.07 0.33 -0.06
H 4.56 -0.23 -2.27
H 6.21 1.92 -2.61
H 5.51 3.72 -0.73
H 5.99 3.34 1.27
H 6.97 4.21 3.65
H 4.82 4.48 5.30
H 2.63 3.76 3.82
C -2.95 -5.55 4.79
Si -3.77 -4.25 3.68
C -5.53 -4.94 3.64
C -3.76 -2.59 4.57
C -2.82 -4.12 2.09
Si -2.71 -5.66 1.05
C -4.18 -6.04 -0.10
C -1.20 -5.46 -0.02
C -2.38 -7.25 1.98
H -3.08 -5.30 5.85
H -1.88 -5.61 4.57
H -3.40 -6.55 4.63
H -5.97 -4.93 4.65
H -6.21 -4.39 2.99
H -5.52 -5.98 3.31
H -2.76 -2.30 4.96
H -4.21 -1.75 4.01
H -4.40 -2.75 5.44
H -3.33 -3.41 1.40
H -4.31 -5.29 -0.89
H -4.00 -7.01 -0.59
H -5.12 -6.12 0.47
H -0.41 -5.08 0.65
H -0.85 -6.41 -0.45
H -1.35 -4.74 -0.83
H -1.65 -7.08 2.78
H -3.29 -7.67 2.42
H -1.97 -8.00 1.29

Record 2
The following is a quantum chemistry calculation of a molecular structure, C35H27Cl3N4O5SW, from the Open Molecules 2025 dataset.

Calculated values
* total energy: -103142.802 eV
* net charge: +2
* multiplicity: 3
* <S²>: 2.016
* molecular weight: 905.9 g/mol
* energy above the lowest of the compared OMol25 structures with the same formula, charge and spin: 37.0 kJ/mol

Geometry (Å):
W 1.95 1.54 -0.40
O 3.98 1.30 -0.19
C 4.68 0.29 -0.57
C 4.24 -0.87 -1.21
C 5.21 -1.87 -1.48
C 4.84 -3.01 -2.10
C 3.51 -3.22 -2.52
C 2.56 -2.27 -2.28
C 2.89 -1.08 -1.62
O 1.96 -0.18 -1.43
N 5.85 -4.06 -2.37
O 6.98 -3.83 -2.00
O 5.46 -5.05 -2.93
H 5.74 0.37 -0.34
H 6.25 -1.74 -1.18
H 3.27 -4.15 -3.02
H 1.54 -2.40 -2.60
N 2.65 3.37 0.63
C 1.87 4.55 1.00
C 2.36 5.28 2.07
C 1.74 6.46 2.44
C 0.65 6.90 1.72
C 0.16 6.15 0.66
C 0.75 4.94 0.27
C 0.16 4.12 -0.81
C -1.07 4.47 -1.36
C -1.74 3.66 -2.27
C -1.20 2.47 -2.70
C 0.06 2.11 -2.22
C 0.73 2.90 -1.27
H 3.41 3.69 0.02
H 3.14 3.05 1.46
H 3.24 4.94 2.60
H 2.12 7.04 3.28
H 0.16 7.82 1.99
H -0.69 6.53 0.13
H -1.56 5.37 -1.04
H -2.70 3.98 -2.65
H -1.71 1.84 -3.41
H 0.49 1.19 -2.60
Cl -5.99 -6.53 3.27
C -5.00 -5.20 2.81
C -4.17 -5.31 1.70
C -3.38 -4.24 1.33
C -3.40 -3.05 2.05
C -2.52 -1.89 1.65
C -1.24 -1.90 2.49
N -0.43 -0.71 2.21
C -0.37 0.44 2.95
C 0.42 1.31 2.28
N 0.84 0.69 1.11
C 0.29 -0.54 1.10
O -2.08 -1.93 0.31
C -3.09 -1.54 -0.62
C -2.48 -1.46 -1.98
C -2.88 -0.60 -2.96
Cl -4.14 0.55 -2.83
S -2.03 -0.80 -4.43
C -1.07 -2.05 -3.74
C -1.43 -2.30 -2.45
C -4.23 -2.97 3.16
Cl -4.27 -1.52 4.11
C -5.04 -4.03 3.55
H -4.16 -6.24 1.14
H -2.74 -4.32 0.46
H -3.05 -0.95 1.84
H -0.67 -2.79 2.23
H -1.45 -1.91 3.56
H -0.89 0.52 3.89
H 0.69 2.32 2.53
H 0.39 -1.26 0.31
H -3.49 -0.56 -0.34
H -3.92 -2.25 -0.61
H -0.34 -2.57 -4.34
H -0.98 -3.09 -1.85
H -5.68 -3.94 4.41

Record 3
The following is a quantum chemistry calculation of 7 unconnected molecules or ions with the total composition C40H96Cl3N2O2P2, from the Open Molecules 2025 dataset.

Calculated values
* total energy: -106254.201 eV
* net charge: +1
* molecular weight: 805.5 g/mol

Geometry (Å):
C -3.41 2.49 2.38
C -3.60 3.98 1.84
C -3.33 4.13 0.31
C -1.95 3.90 -0.13
P -0.50 4.78 0.70
C 0.98 4.64 -0.40
C 0.81 4.54 -1.87
C 2.18 4.48 -2.62
C 2.05 4.77 -4.14
C -1.00 6.48 0.88
C -1.03 7.22 -0.43
C -1.39 8.74 -0.28
C -1.41 9.56 -1.61
C -0.01 4.04 2.28
C 1.24 4.68 2.87
C 1.52 4.34 4.36
C 2.87 4.98 4.85
H -3.38 2.42 3.48
H -2.47 2.12 1.98
H -4.19 1.88 1.99
H -3.01 4.71 2.42
H -4.63 4.23 2.03
H -3.80 5.08 -0.01
H -3.80 3.32 -0.21
H -1.84 4.21 -1.16
H -1.57 2.82 -0.12
H 1.49 3.78 0.03
H 1.54 5.54 -0.11
H 0.27 5.45 -2.24
H 0.12 3.67 -2.18
H 2.53 3.44 -2.49
H 2.90 5.19 -2.17
H 1.92 5.80 -4.50
H 1.21 4.06 -4.46
H 2.95 4.40 -4.73
H -0.28 6.93 1.60
H -1.97 6.55 1.39
H -1.88 6.85 -0.98
H -0.04 7.15 -0.88
H -0.70 9.26 0.49
H -2.37 8.86 0.22
H -1.71 10.59 -1.50
H -2.10 9.01 -2.25
H -0.40 9.59 -2.04
H 0.10 2.94 2.08
H -0.84 4.00 2.99
H 1.08 5.75 2.87
H 2.18 4.48 2.37
H 1.57 3.28 4.54
H 0.63 4.70 4.88
H 3.23 4.62 5.83
H 2.78 6.07 4.90
H 3.60 4.72 4.07
C 1.18 -7.30 -0.71
C 2.47 -6.89 -1.46
C 2.49 -5.41 -1.74
C 2.33 -4.50 -0.44
P 3.22 -2.95 -0.47
C 2.62 -1.73 -1.61
C 3.37 -0.36 -1.61
C 3.40 0.35 -2.96
C 2.06 0.61 -3.51
C 2.92 -2.31 1.20
C 1.43 -2.12 1.74
C 1.51 -1.42 3.09
C 1.52 -2.46 4.23
C 4.97 -3.17 -0.83
C 5.68 -4.53 -0.43
C 5.70 -4.76 1.07
C 6.48 -3.67 1.91
H 0.34 -6.65 -0.92
H 1.35 -7.27 0.38
H 0.84 -8.33 -0.96
H 2.53 -7.43 -2.43
H 3.34 -7.15 -0.79
H 1.63 -5.12 -2.35
H 3.36 -5.06 -2.29
H 2.76 -5.13 0.42
H 1.31 -4.19 -0.25
H 1.51 -1.68 -1.57
H 2.80 -2.23 -2.59
H 4.33 -0.47 -1.10
H 2.71 0.19 -0.85
H 4.11 -0.23 -3.50
H 3.91 1.23 -2.71
H 1.57 -0.21 -4.01
H 2.10 1.39 -4.27
H 1.46 1.00 -2.68
H 3.45 -1.36 1.21
H 3.52 -2.88 1.96
H 1.08 -3.15 1.92
H 0.87 -1.58 1.00
H 0.80 -0.59 3.24
H 2.44 -0.87 3.15
H 1.84 -2.02 5.16
H 2.27 -3.19 3.93
H 0.53 -2.98 4.33
H 5.47 -2.32 -0.38
H 5.05 -3.02 -1.91
H 6.71 -4.58 -0.81
H 5.15 -5.28 -1.00
H 6.20 -5.71 1.23
H 4.71 -4.81 1.56
H 5.95 -2.72 1.81
H 7.54 -3.61 1.58
H 6.56 -3.96 2.98
C -1.66 -0.70 -2.71
C -2.62 -0.33 -1.60
C -3.91 -1.07 -1.83
O -4.45 -0.64 -3.10
C -5.83 -1.03 -3.20
N -2.04 -0.77 -0.28
H -1.66 -1.78 -0.25
H -1.25 -0.16 -0.10
H -2.64 -0.82 0.57
H -2.02 -0.28 -3.62
H -1.57 -1.79 -2.82
H -0.67 -0.33 -2.41
H -2.83 0.74 -1.53
H -4.59 -0.87 -0.96
H -3.67 -2.11 -1.94
H -6.42 -0.91 -2.32
H -5.92 -2.07 -3.46
H -6.36 -0.51 -4.00
C -3.02 -6.39 0.37
C -3.61 -5.03 0.83
C -4.89 -4.56 0.05
O -6.05 -5.19 0.49
C -7.14 -4.63 -0.20
N -4.08 -4.86 2.29
H -3.45 -5.33 2.93
H -4.01 -3.82 2.46
H -5.05 -5.14 2.34
H -2.17 -6.84 0.97
H -2.67 -6.17 -0.61
H -3.82 -7.12 0.20
H -2.86 -4.27 0.72
H -4.63 -4.75 -1.01
H -5.02 -3.49 0.25
H -8.05 -5.20 0.11
H -6.97 -4.75 -1.27
H -7.27 -3.58 -0.01
Cl -0.88 -3.66 -0.74
Cl 0.49 1.34 -0.06
Cl -3.37 -1.74 2.40

Record 4
The following is a quantum chemistry calculation of 12 unconnected molecules or ions with the total composition C36H96O12, from the Open Molecules 2025 dataset.

Calculated values
* total energy: -63454.399 eV
* net charge: -1
* multiplicity: 2
* <S²>: 0.750
* molecular weight: 721.2 g/mol
* energy above the lowest of the compared OMol25 structures with the same formula, charge and spin: 272.4 kJ/mol

Geometry (Å):
C 2.90 -0.47 4.64
C 3.16 -1.75 5.33
C 4.55 -1.78 6.01
O 2.30 -1.95 6.37
H 2.06 -0.66 3.97
H 3.77 -0.14 4.07
H 2.57 0.42 5.16
H 3.00 -2.62 4.70
H 5.39 -1.44 5.42
H 4.70 -2.81 6.35
H 4.60 -1.14 6.89
H 2.74 -2.55 6.97
C 4.85 1.26 0.51
C 5.22 2.58 -0.03
C 4.72 3.75 0.79
O 6.68 2.74 0.04
H 3.89 0.89 0.14
H 4.91 1.11 1.59
H 5.56 0.51 0.18
H 4.95 2.68 -1.08
H 4.99 4.69 0.30
H 5.04 3.73 1.83
H 3.64 3.81 0.91
H 6.89 2.72 0.97
C -1.08 -2.74 -4.92
C 0.15 -2.42 -5.83
C 1.19 -3.53 -6.13
O -0.47 -2.08 -7.07
H -1.69 -1.90 -4.60
H -0.90 -3.18 -3.94
H -1.78 -3.46 -5.35
H 0.67 -1.65 -5.26
H 0.73 -4.40 -6.62
H 1.53 -3.87 -5.15
H 2.02 -3.18 -6.75
H -0.51 -1.12 -7.09
C 2.06 4.78 -1.72
C 0.96 4.25 -2.64
C 1.07 4.78 -4.08
O 1.18 2.91 -2.82
H 1.81 5.83 -1.60
H 3.02 4.82 -2.23
H 2.01 4.21 -0.79
H 0.00 4.63 -2.29
H 1.27 5.85 -4.14
H 0.12 4.57 -4.58
H 1.83 4.25 -4.65
H 1.14 2.49 -1.95
C -0.32 -4.91 5.58
C -0.51 -3.49 4.91
C 0.27 -3.52 3.56
O -1.89 -3.44 4.66
H -0.60 -5.67 4.86
H -0.92 -5.04 6.48
H 0.66 -5.08 6.03
H -0.08 -2.74 5.56
H 0.34 -2.53 3.11
H -0.19 -4.21 2.86
H 1.28 -3.89 3.70
H -2.20 -4.34 4.76
C -2.92 2.26 -1.61
C -3.67 2.96 -0.45
C -5.12 3.01 -0.77
O -3.50 2.52 0.92
H -3.36 2.55 -2.56
H -3.06 1.18 -1.64
H -1.90 2.64 -1.71
H -3.32 3.98 -0.28
H -5.46 2.09 -1.24
H -5.44 3.91 -1.29
H -5.71 2.94 0.15
H -3.64 1.57 0.93
C -3.29 -0.67 5.36
C -2.59 -0.21 3.99
C -1.22 0.35 4.16
O -2.44 -1.23 3.00
H -2.71 -0.91 6.26
H -3.85 -1.55 5.06
H -4.01 0.09 5.67
H -3.30 0.50 3.57
H -1.36 1.25 4.76
H -0.68 0.49 3.22
H -0.68 -0.40 4.73
H -2.16 -2.09 3.31
C 1.12 3.92 2.08
C -0.45 3.95 1.99
C -0.94 5.42 1.57
O -0.90 3.12 1.01
H 1.53 2.93 2.28
H 1.53 4.74 2.68
H 1.58 4.12 1.11
H -0.90 3.67 2.94
H -2.00 5.60 1.44
H -0.66 5.64 0.54
H -0.51 6.20 2.20
H -1.83 2.93 1.13
C 3.38 -3.98 0.85
C 2.73 -5.30 0.41
C 1.59 -5.17 -0.67
O 3.78 -6.18 -0.07
H 3.84 -3.51 -0.02
H 4.13 -4.22 1.61
H 2.76 -3.33 1.47
H 2.26 -5.72 1.30
H 1.18 -4.16 -0.69
H 0.80 -5.86 -0.39
H 1.96 -5.34 -1.68
H 3.51 -7.09 0.07
C -5.15 -2.59 0.05
C -4.10 -1.65 -0.44
C -4.22 -1.47 -1.90
O -3.88 -0.46 0.31
H -6.15 -2.17 -0.01
H -4.99 -2.90 1.09
H -5.28 -3.56 -0.43
H -3.21 -2.27 -0.41
H -5.06 -0.81 -2.11
H -4.26 -2.47 -2.36
H -3.37 -0.92 -2.29
H -3.36 -0.71 1.08
C 1.15 -0.47 0.73
C 1.13 0.15 -0.70
C -0.03 -0.18 -1.63
O 1.11 1.58 -0.48
H 1.99 -0.08 1.30
H 1.13 -1.56 0.65
H 0.17 -0.19 1.12
H 1.93 -0.04 -1.41
H -0.09 -1.22 -1.94
H 0.00 0.45 -2.52
H -0.93 0.12 -1.08
H 0.43 1.88 0.11
C -2.90 1.53 -7.62
C -1.61 1.62 -6.73
C -1.77 1.57 -5.22
O -0.86 0.48 -7.13
H -3.36 0.61 -7.27
H -2.66 1.60 -8.68
H -3.64 2.30 -7.42
H -1.07 2.52 -7.00
H -0.90 1.67 -4.57
H -2.26 0.65 -4.91
H -2.39 2.31 -4.71
H -0.88 0.53 -8.09

Which value of net charge does entry 4 give? -1

Look up the total energy of the fourth one. -63454.399 eV

Which of these has the highest total energy? C36H96O12

Repeat the first record exactly.
The following is a quantum chemistry calculation of a molecular structure, C34H54BaN4P2Si2, from the Open Molecules 2025 dataset.

Calculated values
* total energy: -77117.363 eV
* net charge: 0
* molecular weight: 774.3 g/mol
* energy above the lowest of the compared OMol25 structures with the same formula, charge and spin: 86.0 kJ/mol

Geometry (Å):
Ba -1.57 -1.34 2.48
C 0.83 -3.48 -1.49
C 1.05 -2.44 -0.69
C 0.98 -0.97 -0.95
C -0.41 -0.33 -1.14
C -1.09 -0.65 -2.45
C -0.69 -1.46 -3.44
C 0.61 -2.18 -3.65
C 0.80 -3.55 -2.97
C -3.91 -1.12 1.28
H 0.80 -4.47 -1.01
H 1.37 -2.62 0.35
H 1.58 -0.68 -1.83
H 1.42 -0.49 -0.06
H -1.07 -0.53 -0.26
H -0.23 0.76 -1.12
H -2.02 -0.08 -2.63
H -1.35 -1.66 -4.28
H 1.47 -1.56 -3.40
H 0.67 -2.39 -4.73
H 0.07 -4.31 -3.27
H 1.78 -3.92 -3.32
H -4.79 -1.77 1.38
H -3.59 -1.12 0.23
H -4.24 -0.09 1.51
P 0.56 4.23 -1.18
P 2.91 3.04 1.00
N 0.43 4.10 -2.93
N -0.03 5.97 -1.16
N 4.05 2.24 -0.12
N 4.07 3.37 2.27
C 2.36 4.67 -1.22
C 3.02 4.70 0.17
C -0.57 3.39 -3.59
C -0.54 3.72 -4.94
C 0.50 4.67 -5.12
C 1.09 4.88 -3.89
C -1.12 6.39 -0.41
C -1.21 7.78 -0.49
C -0.15 8.23 -1.32
C 0.56 7.10 -1.74
C 3.77 0.95 -0.60
C 4.59 0.67 -1.69
C 5.43 1.81 -1.87
C 5.07 2.75 -0.92
C 5.46 3.56 2.18
C 5.94 4.01 3.41
C 4.80 4.15 4.28
C 3.68 3.78 3.55
H 2.53 5.65 -1.68
H 2.85 3.92 -1.85
H 4.06 5.03 0.06
H 2.52 5.42 0.84
H -1.19 2.70 -3.04
H -1.19 3.32 -5.71
H 0.79 5.17 -6.04
H 1.95 5.48 -3.63
H -1.71 5.66 0.11
H -1.96 8.39 -0.01
H 0.08 9.25 -1.59
H 1.41 7.05 -2.38
H 3.07 0.33 -0.06
H 4.56 -0.23 -2.27
H 6.21 1.92 -2.61
H 5.51 3.72 -0.73
H 5.99 3.34 1.27
H 6.97 4.21 3.65
H 4.82 4.48 5.30
H 2.63 3.76 3.82
C -2.95 -5.55 4.79
Si -3.77 -4.25 3.68
C -5.53 -4.94 3.64
C -3.76 -2.59 4.57
C -2.82 -4.12 2.09
Si -2.71 -5.66 1.05
C -4.18 -6.04 -0.10
C -1.20 -5.46 -0.02
C -2.38 -7.25 1.98
H -3.08 -5.30 5.85
H -1.88 -5.61 4.57
H -3.40 -6.55 4.63
H -5.97 -4.93 4.65
H -6.21 -4.39 2.99
H -5.52 -5.98 3.31
H -2.76 -2.30 4.96
H -4.21 -1.75 4.01
H -4.40 -2.75 5.44
H -3.33 -3.41 1.40
H -4.31 -5.29 -0.89
H -4.00 -7.01 -0.59
H -5.12 -6.12 0.47
H -0.41 -5.08 0.65
H -0.85 -6.41 -0.45
H -1.35 -4.74 -0.83
H -1.65 -7.08 2.78
H -3.29 -7.67 2.42
H -1.97 -8.00 1.29